Version a
# C52H65N13

A cluster of 13 separate species, C52H65N13 in total (ωB97M-V/def2-TZVPD, the Open Molecules 2025 dataset).

The gap between HOMO and LUMO comes out at 8.594 eV.

CARTESIAN COORDINATES (ANGSTROEM)
C (0.20635, -0.51311, -0.90078)
H (-0.41063, -4.43318, -1.62568)
C (-4.75137, -2.46630, 1.04430)
H (3.69890, -0.89758, -3.30737)
C (3.19865, 0.02125, -3.64712)
H (-1.32294, -7.15136, 2.05277)
N (-1.33086, -0.27956, 3.14629)
H (-4.34098, 0.85698, 3.62497)
C (-3.04345, 1.18819, -3.22921)
C (-1.86636, -1.38624, 3.77186)
H (-4.70333, 2.10845, -2.61623)
C (1.39927, -3.63320, -2.40508)
H (5.58075, 2.44361, -3.54322)
H (1.01846, 2.43323, -3.04124)
C (2.58672, -4.34865, -0.60274)
N (5.54700, 0.47364, -0.01260)
H (3.76076, 2.61800, 2.73214)
H (1.39368, -2.83053, 1.45237)
H (-5.12767, -2.53427, 2.03283)
H (0.83865, -5.06891, 0.49555)
C (-5.97414, 1.37291, -0.61898)
H (-1.24352, 1.27900, -0.66888)
C (0.75053, 3.34669, 3.83256)
C (-4.12793, -0.47467, -4.28523)
H (2.03800, -3.44365, 5.64893)
H (2.66957, 0.83106, 4.02943)
H (3.45877, -4.58844, -0.00119)
H (-5.27613, 4.61664, -0.84425)
C (5.40956, 2.94420, -2.58907)
H (-7.40601, 2.86894, -1.19317)
H (-5.28030, -2.67694, -2.25725)
H (4.96623, -1.27589, -1.21175)
C (2.25890, 1.72081, -4.77702)
C (-3.67644, -1.76547, 0.59243)
C (-3.43864, 0.23292, 3.58256)
H (5.75696, 4.50576, 0.30106)
N (4.14023, 3.18054, -2.21164)
H (3.17058, 3.90220, -0.52145)
N (2.35435, 0.69833, -2.85616)
H (-1.35788, -7.47436, -0.64759)
C (-1.18906, 5.77825, 0.61290)
C (2.69327, -3.69740, -1.86489)
N (1.46576, -0.68223, -0.28874)
C (-5.28908, 3.57734, -0.71671)
H (6.44213, -0.83083, 2.84472)
C (5.45933, -0.86015, -0.32839)
H (-3.05898, -1.32663, -1.53922)
N (-2.10873, 5.66251, -1.40418)
N (3.01031, -2.34441, 2.79303)
H (0.79432, 2.32769, 0.83669)
H (-0.17154, -1.25577, -1.62046)
C (-5.06963, 0.38333, -3.72859)
H (-1.20890, 3.82706, -2.10758)
C (-6.35184, 2.65155, -0.97364)
H (0.29121, 1.55106, 4.99414)
H (5.92406, 1.62201, 1.80982)
C (0.73736, 1.35058, 0.34549)
C (3.20044, -2.38335, 4.10970)
C (1.84005, 3.71477, 3.01559)
C (3.15635, 0.62471, -4.84966)
H (2.76070, 0.58635, 0.84880)
H (-0.08501, 3.95230, 0.42368)
H (-2.35186, -4.66288, 2.47949)
H (0.25291, -3.80700, 3.75653)
C (5.72230, -1.54124, 0.81536)
H (-0.45993, -0.25374, 2.59428)
C (5.84297, 0.64018, 1.30265)
C (1.78816, -2.91145, 2.46414)
H (-6.13127, 0.44023, -3.88034)
N (-2.56937, -4.60481, 0.38908)
H (-6.54438, 0.44599, -0.62478)
N (0.61686, -4.35709, -1.54227)
C (-1.57618, -6.44939, 1.30517)
C (6.26352, 3.32489, -1.59386)
C (-1.23538, 4.59649, -1.36140)
C (-0.32291, 0.72000, -0.49962)
C (2.15024, -3.10615, 4.64065)
C (1.21962, -3.36451, 3.64166)
C (-2.86856, -0.01036, -3.95429)
H (4.13232, -2.01787, 4.57282)
C (-3.17940, -1.11488, 3.97168)
H (-2.64935, -5.41457, -1.61792)
N (2.18877, 1.67153, 3.90811)
C (1.69837, 1.68623, -3.51825)
H (-6.17778, -3.55577, 0.04401)
H (-3.28597, 3.01427, 0.15071)
H (-3.06679, -3.72963, 0.35287)
H (2.16333, 0.39339, -1.90106)
H (5.73102, -2.59515, 0.84749)
H (-2.96420, -1.20761, 1.19068)
H (2.03797, 2.45189, -5.51995)
C (1.31492, -4.79440, -0.45667)
H (-2.71373, 5.90273, -2.18945)
C (-4.24467, 2.78066, -0.20510)
H (3.51881, -3.18927, -2.38530)
H (-1.32652, -2.27542, 4.02709)
H (-1.10969, 6.01663, 1.65832)
H (1.12985, -3.17338, -3.32548)
H (3.58032, -1.84644, 2.10471)
H (7.31147, 3.17381, -1.51598)
C (1.76634, 0.47238, 0.40891)
C (-4.84808, -2.47873, -1.21778)
C (6.00776, -0.62197, 1.88238)
C (-2.39590, -5.55353, -0.56970)
C (4.10239, 3.87884, -1.05622)
C (-2.07192, 6.39216, -0.26357)
H (5.36550, 1.27555, -0.56622)
C (-2.30813, 0.67982, 2.96582)
H (3.30539, 2.95117, -2.75740)
C (-0.73900, 4.61428, -0.07979)
H (-3.75319, -1.89904, 4.37936)
C (2.70680, 2.66217, 3.09656)
H (-2.15561, 1.69879, 2.51717)
H (-4.20934, 0.65252, 0.14074)
C (-1.70145, -6.61277, -0.07450)
C (-3.74431, -1.76594, -0.85507)
C (5.41878, 3.98337, -0.59676)
H (-0.14662, 3.97450, 3.97804)
H (-1.88154, -0.29917, -4.36325)
H (1.97068, -1.50323, -0.47187)
N (-4.36203, 1.34202, -3.13618)
N (-4.70149, 1.45765, -0.17570)
C (0.93225, 2.07113, 4.30387)
C (-2.20087, -5.17678, 1.58478)
H (1.93727, 4.64013, 2.47032)
H (-4.12871, -1.37515, -4.84551)
H (-2.45061, 1.99739, -2.93638)
N (-5.43914, -2.83996, -0.07626)
H (-2.65455, 7.24795, -0.06141)
H (3.72669, 0.22868, -5.68789)

Atomic partial charges in e from the Mulliken method, atoms 1 to 6: number 1, C, carries -1.484; number 2, H, carries 0.218; number 3, C, carries -1.234; number 4, H, carries 0.194; number 5, C, carries -0.403; number 6, H, carries 0.498

***

Version b
# C52H65N13

A cluster of 13 separate species, C52H65N13 in total (ωB97M-V/def2-TZVPD, the Open Molecules 2025 dataset).

The gap between HOMO and LUMO comes out at 7.714 eV.

CARTESIAN COORDINATES (ANGSTROEM)
H (4.32700, 36.48400, 28.30000)
H (7.98400, 28.28200, 32.59600)
N (2.49300, 26.53700, 22.54300)
H (9.25600, 29.67400, 25.99700)
H (8.18700, 25.46800, 24.99800)
C (10.37200, 31.84800, 26.13500)
C (2.40300, 27.00200, 27.60600)
C (1.23800, 27.93400, 21.25000)
C (7.01200, 37.93100, 25.08700)
C (5.94300, 28.48700, 22.02200)
H (7.86200, 29.56600, 21.45800)
H (1.55000, 24.13000, 28.85700)
C (5.96400, 25.02200, 23.42000)
H (5.99200, 27.56500, 22.50100)
H (11.01300, 25.89100, 25.26700)
C (2.29600, 36.99300, 28.66300)
H (-0.57800, 29.26600, 24.52700)
C (9.21900, 32.16300, 26.97200)
H (4.68800, 24.35000, 28.63800)
H (11.57400, 28.50800, 25.75800)
H (8.44900, 33.41400, 22.33700)
H (3.80200, 33.95900, 28.33000)
H (2.38400, 27.13900, 24.47400)
H (1.99100, 27.85800, 27.46000)
H (7.87700, 31.41800, 23.81800)
C (5.76800, 30.41000, 20.65600)
N (3.40000, 36.11200, 28.49200)
C (10.35700, 26.65800, 25.31300)
H (7.21100, 28.09800, 25.59700)
C (-0.28400, 29.66500, 25.44400)
H (4.65700, 29.72500, 23.41300)
N (9.91500, 31.57300, 24.90400)
C (4.40600, 31.56400, 24.48400)
C (6.90100, 33.91900, 19.24800)
C (5.15000, 25.34000, 24.59600)
C (4.96700, 24.26100, 22.56100)
C (3.66300, 25.03100, 28.28800)
C (2.24200, 26.79300, 21.20900)
H (6.99500, 30.37800, 29.12500)
C (8.22300, 27.68600, 25.66400)
H (8.32700, 34.89600, 25.17600)
H (3.09000, 25.57400, 22.75200)
H (5.64800, 33.91700, 22.41500)
H (-2.14200, 30.11500, 26.29400)
C (1.12700, 30.06600, 25.91900)
H (5.06500, 27.79600, 32.36000)
H (5.55800, 34.75000, 25.83100)
C (4.35900, 30.57600, 26.84000)
C (1.12600, 28.38200, 22.62600)
C (4.36400, 29.94800, 21.01100)
N (1.50600, 26.01200, 27.94200)
H (0.70000, 28.35500, 20.40800)
H (5.83500, 31.47000, 20.29900)
N (4.56000, 28.73000, 21.74800)
N (5.96300, 34.06500, 20.21800)
N (7.63600, 29.19700, 30.62300)
H (2.73400, 26.29700, 20.47400)
C (1.46300, 34.76000, 28.34300)
C (1.30000, 36.53000, 23.24000)
H (2.95400, 23.40500, 23.09800)
C (8.49500, 31.58900, 24.79500)
C (6.16200, 35.71100, 25.52000)
H (3.71200, 28.15900, 22.07800)
H (4.33800, 32.10700, 23.48200)
C (8.19800, 33.63100, 19.96400)
C (4.45300, 29.63900, 25.69400)
H (3.28600, 24.26000, 25.29800)
H (1.74900, 31.09900, 27.94500)
H (10.61000, 31.42300, 24.11500)
C (6.70600, 29.70500, 29.84200)
H (1.36400, 37.60200, 23.12500)
H (-0.36500, 35.89500, 22.23000)
H (4.43400, 29.31500, 30.01200)
H (2.24500, 33.39500, 24.28400)
H (4.47200, 28.51400, 25.86600)
N (9.21100, 28.64600, 25.87300)
C (6.77800, 29.47100, 21.34100)
H (0.47100, 26.06200, 27.99400)
H (9.10500, 33.34000, 19.31100)
H (4.08100, 30.51300, 27.88600)
C (1.74100, 34.21000, 23.86700)
H (9.18500, 32.73200, 27.89800)
C (3.78800, 26.50700, 27.92300)
H (11.26100, 31.87000, 26.55100)
C (7.21100, 28.56700, 31.81900)
C (8.85300, 26.38700, 25.29900)
H (7.21200, 39.03000, 24.97700)
H (4.75200, 26.94700, 27.96200)
N (4.42000, 30.20000, 24.44900)
H (3.39900, 30.26800, 20.67000)
C (2.13400, 24.85100, 28.49900)
N (0.37300, 35.70000, 22.75400)
H (6.64500, 33.79000, 18.16600)
H (4.93600, 34.28100, 19.86100)
C (-0.54900, 31.01100, 27.35400)
H (1.93300, 29.74200, 25.20900)
N (8.01900, 36.90900, 24.86800)
C (0.58200, 34.35200, 22.95800)
H (7.00400, 31.99700, 26.39800)
H (0.06800, 33.55400, 22.72500)
H (6.97700, 25.41300, 23.09900)
N (3.85600, 24.02600, 23.37400)
H (0.96600, 33.77700, 28.23000)
C (5.59700, 37.13300, 25.30500)
C (5.36100, 29.09500, 30.32100)
H (8.57500, 29.38000, 30.47900)
H (8.88200, 37.36400, 24.74100)
H (0.70300, 29.33200, 22.80000)
C (7.79500, 33.57500, 21.44400)
H (4.50200, 37.44500, 25.22000)
H (-0.04200, 36.41500, 28.88900)
C (10.55000, 28.08700, 25.65200)
C (0.93400, 30.81200, 27.16500)
C (2.28700, 35.51100, 24.13100)
C (5.76900, 28.33700, 31.65000)
C (2.99800, 34.79400, 28.24200)
C (7.60600, 35.61100, 25.11800)
C (1.96600, 27.37000, 23.48400)
C (6.30600, 33.92400, 21.50300)
N (-1.09900, 30.17400, 26.37200)
C (4.37100, 31.87200, 26.00200)
H (3.24700, 35.74300, 24.77400)
H (5.72200, 26.02400, 25.34600)
H (4.87200, 23.91800, 21.44300)
H (4.72900, 32.85300, 26.27200)
H (2.45000, 38.12400, 28.41300)
C (1.03300, 36.10800, 28.73800)
H (-1.16100, 31.42800, 28.07000)
C (7.99300, 32.00600, 26.22700)
C (3.88900, 24.51000, 24.67600)

Atomic partial charges in e from the Mulliken method, atoms 1 to 6: number 1, H, carries 0.292; number 2, H, carries 0.328; number 3, N, carries -0.048; number 4, H, carries 0.461; number 5, H, carries 0.324; number 6, C, carries -1.088

***

Computed stability ranking, most favorable first: version a, version b

***

Version a
# C3H10N2S

An isolated molecule of C3H10N2S (ωB97M-V/def2-TZVPD, the Open Molecules 2025 dataset).

As for the SMILES: NC[C@H](N)CS. The gap between HOMO and LUMO comes out at 9.797 eV.

CARTESIAN COORDINATES (ANGSTROEM)
H (-0.65315, -0.42876, 1.12978)
N (2.20992, -0.29367, 1.19767)
H (3.10847, 0.22016, 1.23059)
H (1.58818, 0.90102, -0.23936)
H (0.76286, 1.32939, 1.12541)
N (0.06087, -1.47020, -0.55136)
H (-3.18275, 0.37972, -1.44444)
C (-1.35459, 0.58775, -0.63635)
H (-1.14601, 0.65429, -1.67438)
C (1.13679, 0.44353, 0.61040)
H (-0.76546, -1.57901, -1.22173)
H (0.82467, -1.30382, -1.22694)
S (-2.93571, -0.19021, -0.31327)
H (1.95244, -0.67429, 2.08910)
H (-1.40680, 1.62803, -0.23163)
C (-0.19974, -0.20394, 0.15652)

Atomic partial charges in e from the Mulliken method, atoms 1 to 6: number 1, H, carries 0.204; number 2, N, carries -0.475; number 3, H, carries 0.238; number 4, H, carries 0.453; number 5, H, carries 0.316; number 6, N, carries -0.583

***

Version b
# C3H10N2S

An isolated molecule of C3H10N2S (ωB97M-V/def2-TZVPD, the Open Molecules 2025 dataset).

As for the SMILES: NC[C@H](N)CS. The gap between HOMO and LUMO comes out at 9.607 eV.

CARTESIAN COORDINATES (ANGSTROEM)
H (1.45300, 0.68450, -1.07717)
H (-1.92145, -0.91849, 0.55483)
H (-0.20083, 0.87042, -1.69525)
H (-1.08435, -1.81409, -1.18527)
N (0.08590, -2.83604, 0.24365)
H (0.72698, -0.44857, 0.86733)
H (0.68725, 1.77976, 1.29659)
H (0.12040, -3.69049, -0.31005)
H (-1.13446, -0.46901, 1.89261)
S (0.39705, 2.37082, 0.07738)
C (-0.07523, -0.40339, 0.09867)
N (-1.26934, -0.23928, 0.92832)
H (1.06316, -2.67957, 0.48780)
H (0.71030, -1.59057, -1.46509)
C (0.40289, 0.75954, -0.78733)
C (-0.09407, -1.69578, -0.72769)

Atomic partial charges in e from the Mulliken method, atoms 1 to 6: number 1, H, carries 0.359; number 2, H, carries 0.263; number 3, H, carries 0.361; number 4, H, carries 0.419; number 5, N, carries -0.579; number 6, H, carries 0.329

***

Computed stability ranking, most favorable first: version b, version a

***

Version a
# C3H10N2S

An isolated molecule of C3H10N2S (ωB97M-V/def2-TZVPD, the Open Molecules 2025 dataset).

As for the SMILES: CCN(N)CS. The gap between HOMO and LUMO comes out at 8.839 eV.

CARTESIAN COORDINATES (ANGSTROEM)
H (-0.26035, 2.60485, 1.19235)
H (2.58741, -1.61140, -1.37537)
H (-1.76166, -0.08010, 0.24248)
H (-0.50334, -0.97028, -1.82116)
H (1.34662, -1.56090, 0.67942)
H (0.97994, 0.05202, -2.13806)
C (0.51430, -0.71412, -1.52940)
N (0.32883, 0.02397, -0.03032)
C (-0.88847, 1.59135, 1.27340)
H (-0.34986, -1.45649, 1.19649)
H (-0.27120, 1.14493, 2.13016)
H (-0.92709, 1.45228, -0.70836)
C (-0.90825, 0.67783, 0.07433)
S (1.51172, -2.19255, -1.76023)
H (-1.90695, 1.91635, 1.57865)
N (0.50837, -0.87774, 0.99561)

Atomic partial charges in e from the Mulliken method, atoms 1 to 6: number 1, H, carries 0.255; number 2, H, carries 0.129; number 3, H, carries 0.403; number 4, H, carries 0.324; number 5, H, carries 0.284; number 6, H, carries 0.353

***

Version b
# C3H10N2S

A cluster of 2 separate species, C3H10N2S in total (ωB97M-V/def2-TZVPD, the Open Molecules 2025 dataset).

As for the SMILES: [H]/N=C/N.CCS. The gap between HOMO and LUMO comes out at 9.604 eV.

CARTESIAN COORDINATES (ANGSTROEM)
H (2.32862, 1.03513, 0.67956)
H (0.88727, 2.18396, -0.24160)
H (-1.33629, -1.10436, 1.79024)
H (1.08545, 1.62138, -1.89512)
H (-1.88762, -1.57147, -1.10417)
C (2.53012, 1.09215, -0.37437)
C (-1.11403, -1.63756, 0.85071)
H (-1.24646, -2.71128, 1.02743)
N (1.34588, 1.61536, -0.92932)
H (4.33494, 1.10062, -0.34808)
N (3.60534, 0.90849, -1.04299)
H (-3.18309, -1.57211, 0.08214)
C (-2.17501, -1.16745, -0.10586)
H (-0.04647, -1.44240, 0.74909)
S (-2.49005, 0.70028, -0.21473)
H (-2.63861, 0.94926, 1.07707)

Atomic partial charges in e from the Mulliken method, atoms 1 to 6: number 1, H, carries 0.278; number 2, H, carries 0.195; number 3, H, carries 0.252; number 4, H, carries 0.199; number 5, H, carries 0.296; number 6, C, carries 0.172

***

Computed stability ranking, most favorable first: version b, version a